Entry from OMol25: a 5-piece molecular cluster, C51H105N4O6S overall at a distorted geometry (ωB97M-V/def2-TZVPD).

Total energy ... -83651.8575 eV
HOMO energy ... -11.446 eV
Total charge ... +1

Each line ends with the Mulliken charge.
Atoms and positions in Å:
C1 -1.851 1.657 -4.511  -0.519
C2 -2.390 1.068 -3.450  -0.611
C3 -2.564 0.305 -2.031  0.134
C4 -3.313 1.238 -0.909  -0.666
N1 -4.186 0.440 0.033  0.420
C5 -3.500 -0.003 1.297  -0.693
C6 -2.635 -1.337 0.910  -0.167
N2 -2.667 -2.406 1.956  -0.430
C7 -4.697 -0.441 2.333  -0.954
C8 -5.729 -1.521 1.667  -0.518
C9 -7.008 -0.734 0.996  -0.234
C10 -8.439 -1.321 1.457  -0.766
N3 -9.383 -1.616 0.322  -0.050
C11 -9.775 -0.369 -0.422  -0.895
C12 -10.583 -2.328 0.869  0.451
C13 -11.291 -3.458 -0.078  -0.844
O1 -11.052 -2.125 2.053  -0.550
C14 -2.572 1.170 1.973  1.442
C15 -1.694 0.645 3.225  -0.884
O2 -0.350 1.256 3.254  -0.336
C16 0.638 0.326 2.715  0.563
C17 1.259 -0.683 3.822  -0.459
O3 2.612 -1.123 3.441  -0.437
C18 2.556 -2.053 2.327  -0.370
C19 2.951 -1.363 0.887  -0.334
O4 1.907 -1.720 -0.069  -0.163
C20 2.458 -2.323 -1.271  -0.387
C21 1.380 -3.289 -2.036  -0.788
N4 -3.494 2.255 2.523  -0.882
C22 -2.802 3.270 2.981  0.409
S1 -1.750 4.380 3.652  -0.135
O5 -1.639 1.679 0.979  -0.299
C23 -2.312 2.273 -0.162  -0.440
O6 -1.310 2.842 -1.069  -0.380
C24 -1.567 4.288 -1.235  -0.505
C25 -2.753 4.621 -2.277  -0.510
C26 -4.127 5.145 -1.608  0.075
C27 -4.998 5.828 -2.830  -1.039
H1 -1.463 1.845 -5.589  0.359
H2 -1.571 -0.052 -1.580  0.240
H3 -3.210 -0.651 -2.214  0.447
H4 -4.048 1.905 -1.527  0.449
H5 -4.979 1.065 0.323  0.697
H6 -4.570 -0.353 -0.538  0.637
H7 -1.540 -0.981 0.713  -0.273
H8 -3.017 -1.810 -0.089  0.207
H9 -3.205 -3.241 1.652  0.315
H10 -1.680 -2.715 2.114  0.246
H11 -5.355 0.461 2.646  0.497
H12 -4.226 -0.832 3.326  0.457
H13 -5.260 -2.128 0.804  0.193
H14 -6.050 -2.283 2.473  0.470
H15 -6.949 -0.859 -0.166  0.150
H16 -6.922 0.420 1.167  0.213
H17 -8.973 -0.560 2.166  0.272
H18 -8.256 -2.285 2.055  0.384
H19 -10.866 -0.504 -0.810  0.375
H20 -9.137 -0.190 -1.380  0.231
H21 -9.801 0.578 0.247  0.308
H22 -12.339 -3.747 0.300  0.309
H23 -10.616 -4.404 -0.043  0.240
H24 -11.354 -3.007 -1.151  0.293
H25 -2.161 0.922 4.258  0.371
H26 -1.518 -0.491 3.256  0.266
H27 1.542 0.906 2.267  0.257
H28 0.187 -0.309 1.843  -0.302
H29 0.591 -1.623 3.891  0.237
H30 1.264 -0.213 4.889  0.266
H31 3.358 -2.862 2.509  0.351
H32 1.549 -2.595 2.197  0.150
H33 4.003 -1.662 0.527  0.420
H34 2.996 -0.217 1.107  0.156
H35 2.836 -1.489 -1.991  0.253
H36 3.382 -3.007 -1.058  0.316
H37 1.279 -4.245 -1.372  0.249
H38 1.726 -3.556 -3.104  0.253
H39 0.319 -2.810 -2.064  0.138
H40 -2.976 3.185 0.144  0.267
H41 -0.588 4.712 -1.710  0.215
H42 -1.661 4.839 -0.214  0.413
H43 -2.369 5.496 -2.950  0.333
H44 -2.951 3.747 -3.026  0.286
H45 -3.994 5.911 -0.762  0.318
H46 -4.809 4.296 -1.197  0.086
H47 -4.430 5.642 -3.832  0.292
H48 -6.036 5.346 -2.959  0.339
H49 -5.036 6.975 -2.678  0.186
C28 5.934 -7.556 -2.975  -0.906
C29 5.703 -6.345 -3.868  -0.623
C30 4.321 -5.713 -3.684  -0.411
C31 3.135 -6.615 -4.035  -0.674
C32 3.126 -7.163 -5.464  -0.458
C33 3.037 -6.074 -6.524  -1.180
H50 5.237 -8.366 -3.203  0.322
H51 6.948 -7.941 -3.120  0.128
H52 5.822 -7.289 -1.920  0.303
H53 5.860 -6.624 -4.914  0.266
H54 6.462 -5.591 -3.634  0.371
H55 4.273 -4.798 -4.283  0.379
H56 4.214 -5.394 -2.640  0.209
H57 2.210 -6.049 -3.867  0.330
H58 3.099 -7.459 -3.337  0.340
H59 2.263 -7.827 -5.575  0.368
H60 4.013 -7.779 -5.644  0.274
H61 2.136 -5.469 -6.387  0.281
H62 2.992 -6.523 -7.521  0.377
H63 3.906 -5.412 -6.499  0.289
C34 -0.463 11.542 -3.754  -1.213
C35 0.048 10.122 -3.557  -0.526
C36 -1.052 9.063 -3.661  -0.575
C37 -2.161 9.164 -2.609  -0.197
C38 -1.692 9.100 -1.154  -0.615
C39 -1.019 7.783 -0.797  -0.668
H64 -1.180 11.824 -2.979  0.283
H65 0.368 12.250 -3.709  0.385
H66 -0.947 11.651 -4.728  0.293
H67 0.563 10.046 -2.595  0.229
H68 0.801 9.914 -4.326  0.394
H69 -0.590 8.071 -3.609  0.205
H70 -1.512 9.126 -4.654  0.459
H71 -2.879 8.354 -2.786  -0.112
H72 -2.719 10.095 -2.757  0.404
H73 -2.564 9.232 -0.504  0.383
H74 -1.015 9.931 -0.932  0.294
H75 -1.693 6.941 -0.975  -0.241
H76 -0.743 7.777 0.262  0.461
H77 -0.106 7.625 -1.378  0.268
C40 12.760 -10.743 -3.442  -1.177
C41 11.722 -11.509 -2.633  -0.380
C42 10.296 -11.335 -3.160  -0.870
C43 9.754 -9.903 -3.124  -0.482
C44 9.746 -9.240 -1.744  -0.490
C45 8.855 -9.955 -0.739  -1.187
H78 12.590 -9.665 -3.401  0.280
H79 13.762 -10.935 -3.047  0.375
H80 12.746 -11.056 -4.490  0.291
H81 11.782 -11.211 -1.583  0.233
H82 11.975 -12.575 -2.665  0.355
H83 9.630 -11.991 -2.590  0.333
H84 10.255 -11.693 -4.195  0.393
H85 8.731 -9.912 -3.518  0.308
H86 10.334 -9.276 -3.810  0.335
H87 9.386 -8.211 -1.857  0.371
H88 10.763 -9.167 -1.348  0.370
H89 7.823 -10.005 -1.098  0.252
H90 8.855 -9.416 0.213  0.378
H91 9.202 -10.972 -0.542  0.328
C46 -0.075 4.430 7.338  -1.180
C47 -0.833 5.749 7.274  -0.234
C48 0.079 6.961 7.078  -0.621
C49 1.087 7.213 8.204  -0.745
C50 0.480 7.399 9.596  -0.342
C51 -0.434 8.612 9.696  -1.176
H92 0.603 4.395 8.194  0.350
H93 -0.778 3.597 7.438  0.344
H94 0.508 4.271 6.427  0.264
H95 -1.441 5.868 8.175  0.288
H96 -1.535 5.705 6.434  0.193
H97 -0.545 7.851 6.942  0.323
H98 0.634 6.839 6.140  0.323
H99 1.672 8.104 7.950  0.378
H100 1.804 6.385 8.243  0.303
H101 1.297 7.521 10.316  0.369
H102 -0.066 6.501 9.900  0.231
H103 0.102 9.528 9.433  0.292
H104 -0.805 8.720 10.720  0.372
H105 -1.302 8.519 9.039  0.278

Forces on atoms 1 to 3 (eV/Å):
C -2.903 -4.164 4.913
C 3.840 2.371 -4.126
C -0.443 0.326 -0.403